DFT (the ωB97M-V functional and the def2-TZVPD basis) results for a single C28H31N3O6 molecule in a non-equilibrium geometry.

## Properties
Orbital gap = 0.3388 Ha
Total charge = 0
HOMO = -8.6 eV
SMILES = CCOc1cccc(N(C(=O)CNC(=O)c2ccco2)[C@H](C(=O)NC[C@@H]2CCCO2)c2ccccc2)c1
Energy relative to the best compared isomer or geometry (same formula, charge and spin) = 0.00 kcal per mole
Largest force on an atom = 1.3 eV/A

The geometry in XYZ format:
```
68
C28H31N3O6, DFT the ωB97M-V functional and the def2-TZVPD basis
C 3.093 -2.463 -5.333
C 2.435 -1.150 -5.747
O 1.351 -0.804 -4.907
C 1.589 -0.400 -3.632
C 2.821 -0.005 -3.118
C 2.919 0.414 -1.802
C 1.816 0.426 -0.968
C 0.588 0.022 -1.478
N -0.551 -0.069 -0.630
C -1.451 0.916 -0.454
O -2.424 0.805 0.270
C -1.178 2.235 -1.192
N -1.369 3.319 -0.254
C -0.722 3.248 0.934
O 0.149 2.416 1.145
C -1.125 4.234 1.934
C -0.784 4.318 3.261
C -1.488 5.427 3.774
C -2.202 5.937 2.730
O -1.997 5.224 1.614
C -0.758 -1.346 0.056
C 0.050 -1.480 1.365
O 0.355 -2.573 1.804
N 0.330 -0.323 1.977
C 1.007 -0.263 3.248
C 0.054 -0.048 4.443
C -1.043 -1.116 4.530
C -2.231 -0.473 3.809
C -1.900 1.028 3.804
O -0.615 1.197 4.382
C -0.500 -2.497 -0.882
C 0.791 -2.955 -1.112
C 1.019 -3.971 -2.022
C -0.037 -4.536 -2.716
C -1.326 -4.089 -2.488
C -1.556 -3.075 -1.575
C 0.471 -0.372 -2.799
H 3.869 -2.726 -6.045
H 3.533 -2.379 -4.342
H 2.347 -3.253 -5.309
H 3.172 -0.338 -5.790
H 1.983 -1.254 -6.737
H 3.709 -0.013 -3.730
H 3.879 0.725 -1.419
H 1.895 0.752 0.056
H -1.884 2.342 -2.016
H -0.155 2.256 -1.575
H -2.189 3.899 -0.325
H -0.142 3.642 3.788
H -1.468 5.795 4.779
H -2.868 6.774 2.659
H -1.816 -1.349 0.357
H 0.047 0.570 1.592
H 1.718 0.567 3.219
H 1.539 -1.207 3.392
H 0.675 -0.022 5.347
H -1.288 -1.307 5.575
H -0.730 -2.047 4.065
H -2.316 -0.839 2.788
H -3.170 -0.672 4.321
H -2.601 1.613 4.409
H -1.912 1.427 2.784
H 1.618 -2.521 -0.572
H 2.027 -4.322 -2.191
H 0.143 -5.327 -3.429
H -2.156 -4.530 -3.021
H -2.564 -2.725 -1.400
H -0.479 -0.688 -3.199
```